Density functional theory data (ωB97M-V/def2-TZVPD) for a molecular structure, C42H30CdCl4N6O2STe.

Cartesian coordinates (Å):
Cd (2.1647, 0.2867, 0.6129)
N (-1.4631, 1.9013, -1.5591)
C (-0.6366, 1.5811, -0.4321)
N (0.2787, 0.5404, -0.6761)
C (0.0094, -0.3717, -1.5855)
N (0.8749, -1.2954, -2.0311)
N (2.1146, -1.0165, -1.5901)
C (3.0997, -1.7552, -1.9201)
C (4.4408, -1.3038, -1.5157)
C (5.5133, -2.1917, -1.4299)
C (6.7428, -1.7146, -1.0106)
C (6.8725, -0.3707, -0.6920)
C (5.7489, 0.4394, -0.8048)
N (4.5722, -0.0044, -1.2195)
C (-1.3211, -0.3788, -2.2283)
C (-1.8510, -1.4903, -2.8736)
C (-3.0835, -1.4141, -3.5026)
C (-3.7811, -0.2071, -3.5049)
C (-3.2652, 0.9080, -2.8698)
C (-2.0382, 0.8196, -2.2127)
H (-2.1024, 2.6656, -1.4037)
H (-0.1148, 2.4603, -0.0693)
H (2.9746, -2.6825, -2.4827)
H (5.3622, -3.2406, -1.6555)
H (7.5855, -2.3891, -0.9116)
H (7.8105, 0.0398, -0.3411)
H (5.7830, 1.4906, -0.5321)
H (-1.2734, -2.4054, -2.8677)
H (-3.4998, -2.2868, -3.9912)
H (-4.7484, -0.1407, -3.9905)
H (-3.8249, 1.8364, -2.8330)
Cl (1.1388, 5.6098, 5.1675)
C (1.7324, 4.6359, 3.8510)
C (2.8335, 5.0377, 3.1309)
Cl (3.6502, 6.5270, 3.5184)
C (3.2938, 4.2352, 2.0716)
Cl (4.7111, 4.7066, 1.1690)
C (2.6717, 3.0424, 1.6946)
O (3.1076, 2.3091, 0.7267)
C (1.4925, 2.6189, 2.4515)
O (0.9043, 1.5122, 2.1300)
C (1.0837, 3.4333, 3.5116)
Cl (-0.2742, 2.8897, 4.4607)
S (2.0273, -4.7080, 0.1311)
C (0.3227, -4.5264, -0.1166)
C (-0.5819, -5.3698, -0.7519)
C (-1.9085, -4.9779, -0.8171)
C (-2.3272, -3.7676, -0.2537)
C (-1.4285, -2.9281, 0.3747)
C (-0.0889, -3.3069, 0.4383)
N (0.9086, -2.5602, 1.0404)
C (2.0484, -3.1500, 0.9767)
C (3.3151, -2.6192, 1.5157)
C (4.2785, -3.5227, 1.9726)
C (5.4698, -3.0592, 2.5025)
C (5.6845, -1.6865, 2.5733)
C (4.7202, -0.8040, 2.1045)
C (3.5065, -1.2289, 1.5476)
H (-0.2575, -6.3053, -1.1912)
H (-2.6289, -5.6149, -1.3164)
H (-3.3683, -3.4772, -0.3312)
H (-1.7145, -1.9770, 0.8097)
H (4.0854, -4.5909, 1.9315)
H (6.2173, -3.7574, 2.8618)
H (6.6120, -1.3031, 2.9872)
H (4.9262, 0.2624, 2.1550)
C (-7.6016, 2.6517, -1.2062)
C (-6.2709, 2.2712, -0.6114)
C (-5.3529, 3.2360, -0.2259)
C (-4.1277, 2.8985, 0.3532)
C (-3.2238, 4.0246, 0.7946)
C (-3.7814, 1.5448, 0.5137)
Te (-1.8961, 1.0650, 1.4249)
C (-4.7012, 0.5637, 0.1083)
C (-4.3723, -0.9027, 0.1904)
C (-5.9297, 0.9386, -0.4253)
H (-7.6361, 3.7162, -1.4414)
H (-8.4206, 2.4361, -0.5151)
H (-7.7967, 2.0954, -2.1257)
H (-5.5996, 4.2858, -0.3575)
H (-3.7320, 4.9846, 0.6886)
H (-2.2975, 4.0711, 0.2155)
H (-2.9091, 3.8943, 1.8299)
H (-3.3848, -1.0812, -0.2365)
H (-5.1072, -1.4921, -0.3611)
H (-4.3449, -1.2540, 1.2250)
H (-6.6225, 0.1634, -0.7420)

## Properties
HOMO-LUMO gap: 0.19103 hartree
calculated total energy: -4772.3591 Eh
net charge: -2
F_max: 0.2 eV/Å
HOMO: -0.049 hartree
molar mass: 1064.63 g/mol



Density functional theory data (ωB97M-V/def2-TZVPD) for 5 unconnected molecules or ions with the total composition C13H31Cl4N2O6P in a non-equilibrium geometry.

Cartesian coordinates (Å):
C (2.0611, -5.7329, 0.8063)
O (1.2370, -4.6328, 1.0519)
P (0.8549, -3.6323, -0.0839)
O (2.0101, -2.9751, -0.7958)
O (-0.2419, -4.5175, -0.9075)
C (-0.5603, -4.2289, -2.3001)
O (-0.1805, -2.5735, 0.6821)
C (-0.8572, -1.6014, -0.0603)
H (3.0814, -5.4459, 0.5518)
H (1.7902, -6.4519, 0.0332)
H (2.0343, -6.3759, 1.6860)
H (0.1968, -3.4807, -2.5349)
H (-1.5823, -3.8728, -2.4296)
H (-0.4299, -5.1317, -2.8968)
H (-1.5661, -1.0084, 0.5175)
H (-1.5678, -1.9986, -0.7851)
H (-0.2125, -0.7583, -0.3088)
C (6.6274, 1.4941, -1.6605)
N (6.3026, 0.3626, -2.5003)
C (6.5821, 0.2790, -3.8164)
C (6.4130, -1.0294, -4.5529)
O (6.9847, 1.2546, -4.4385)
H (5.7043, 2.0588, -1.5298)
H (7.4083, 2.0400, -2.1899)
H (6.8996, 1.3053, -0.6220)
H (5.5590, -0.2524, -2.2019)
H (6.1992, -0.8419, -5.6052)
H (5.6892, -1.7244, -4.1272)
H (7.4307, -1.4175, -4.5106)
C (-1.5413, -4.1507, 7.9877)
N (-2.3644, -3.0649, 7.3777)
C (-2.5053, -1.8156, 7.7528)
C (-2.4625, -1.3629, 9.1791)
O (-2.9095, -1.0405, 6.8745)
H (-1.0173, -4.6277, 7.1595)
H (-2.2072, -4.8357, 8.5126)
H (-0.7805, -3.8075, 8.6888)
H (-2.4541, -3.2710, 6.3930)
H (-2.3618, -0.2787, 9.1284)
H (-1.5651, -1.7854, 9.6310)
H (-3.3607, -1.5744, 9.7593)
Cl (-3.8159, 1.8937, -5.9558)
C (-5.2769, 2.9228, -5.9582)
C (-5.0046, 4.1204, -7.0220)
Cl (-3.8199, 5.3217, -6.4214)
H (-5.4063, 3.2608, -4.9300)
H (-6.1555, 2.3210, -6.1907)
H (-5.9018, 4.7381, -6.9809)
H (-4.7565, 3.8781, -8.0553)
Cl (-3.3609, 6.1808, 0.1628)
C (-2.5568, 7.5290, -0.6898)
C (-2.0373, 8.5384, 0.3308)
Cl (-1.1018, 9.8376, -0.4463)
H (-3.2544, 7.9974, -1.3841)
H (-1.7134, 7.1728, -1.2813)
H (-1.3744, 7.8813, 0.8937)
H (-2.8011, 8.9110, 1.0133)

## Properties
HOMO-LUMO gap: 0.35655 hartree
calculated total energy: -3257.0449 Eh
F_max: 4.4 eV/Å
HOMO: -0.339 hartree
SMILES string: COP(=O)(OC)OC.CNC(C)=O.CNC(C)=O.ClCCCl.ClCCCl
molar mass: 484.19 g/mol



Density functional theory data (ωB97M-V/def2-TZVPD) for a single CH3PSi molecule in a non-equilibrium geometry.

Cartesian coordinates (Å):
C (1.2074, -1.5527, 0.2085)
P (1.5613, -0.2068, -0.6437)
Si (-0.5508, 0.5869, -0.0266)
H (1.8542, -2.3580, 0.2929)
H (-1.9168, -0.0205, 0.0123)
H (-0.0544, 0.4641, 1.2808)

## Properties
HOMO-LUMO gap (alpha / beta): 0.26668 / 0.25905 hartree
calculated total energy: -670.5535 Eh
F_max: 4.1 eV/Å
HOMO (alpha / beta): -0.310 / -0.301 hartree
SMILES string: C#P=[SiH2]
molar mass: 74.09 g/mol



Density functional theory data (ωB97M-V/def2-TZVPD) for a molecular structure, C8H17ClEuINO4P in a non-equilibrium geometry.

Cartesian coordinates (Å):
C (1.1596, 2.7592, -0.0266)
C (0.7805, 1.7821, 0.9641)
H (1.6274, 3.6420, 0.4565)
H (0.2561, 3.0855, -0.5840)
H (1.8724, 2.3022, -0.7498)
O (0.8725, 1.5051, 2.1035)
I (-1.7010, -3.1157, -0.6621)
Eu (0.0915, -0.5325, -0.9367)
P (-2.3366, 0.7214, 0.2461)
C (-3.2451, 0.2528, 1.7577)
C (-2.5364, 2.5348, 0.1970)
H (-2.9845, 0.2052, -2.0427)
H (-4.3660, 0.8945, -1.0966)
H (-3.8461, -0.8413, -0.8650)
C (-3.5205, 0.1895, -1.0765)
H (-2.1403, 2.8883, -0.7643)
H (-3.6036, 2.7717, 0.2862)
H (-4.2478, 0.7018, 1.7289)
H (-2.6847, 0.6203, 2.6267)
H (-1.9686, 2.9768, 1.0246)
H (-3.3132, -0.8421, 1.7914)
C (-0.3719, -1.1802, 2.0038)
O (-0.3640, -1.5567, 3.0882)
Cl (-0.2668, 1.2106, -2.8252)
N (4.4963, -2.4218, 0.0853)
C (3.8257, -2.6258, -1.2374)
C (2.5289, -1.8493, -1.1095)
O (1.7120, -1.8655, -2.0760)
O (2.3465, -1.2299, -0.0060)
H (4.5932, -1.3926, 0.2015)
H (5.3992, -2.8677, 0.1611)
H (3.8545, -2.8062, 0.8087)
H (4.4427, -2.2320, -2.0497)
H (3.6381, -3.6846, -1.4234)

## Properties
HOMO-LUMO gap (alpha / beta): 0.15752 / 0.19370 hartree
calculated total energy: -2479.7549 Eh
net charge: +2
F_max: 6.7 eV/Å
HOMO (alpha / beta): -0.526 / -0.558 hartree
spin multiplicity: 7
molar mass: 536.52 g/mol



Density functional theory data (ωB97M-V/def2-TZVPD) for 2 unconnected molecules or ions with the total composition C3H9N2O2.

Cartesian coordinates (Å):
C (-0.7188, 0.1704, 0.0919)
C (-1.8004, 0.6027, -0.5878)
N (-2.8453, -0.3804, -0.9438)
N (0.1953, 0.9578, 0.6583)
H (-0.5597, -0.8972, 0.2141)
H (-2.0510, 1.6120, -0.8652)
H (-2.9929, -0.4377, -1.9557)
H (-2.6128, -1.3267, -0.6375)
H (-3.7556, -0.1546, -0.5341)
H (0.1487, 1.9577, 0.5490)
H (1.0326, 0.5915, 1.0989)
O (2.2190, -0.8400, 1.7489)
C (3.0797, -0.7798, 0.9210)
O (3.3727, 0.3586, 0.2504)
H (3.7595, -1.6069, 0.6782)
H (3.5290, 0.1727, -0.6867)

## Properties
HOMO-LUMO gap: 0.34038 hartree
calculated total energy: -379.4373 Eh
net charge: +1
F_max: 0.8 eV/Å
HOMO: -0.466 hartree
molar mass: 105.12 g/mol



Density functional theory data (ωB97M-V/def2-TZVPD) for 2 unconnected molecules or ions with the total composition C7H9N3O2 in a non-equilibrium geometry.

Cartesian coordinates (Å):
C (-0.6223, 2.2734, 0.7502)
C (-1.3929, 1.4280, 0.2632)
C (-2.0903, 0.3588, -0.2842)
C (-3.4523, 0.1548, -0.2942)
C (-1.2422, -0.9171, -0.4619)
O (-0.6364, -1.3925, 0.7356)
H (0.0518, 3.0089, 1.0893)
H (-3.9680, 1.1083, -0.1298)
H (-4.0441, -0.7670, -0.3208)
H (-0.4463, -0.7726, -1.2298)
H (-1.8960, -1.7319, -0.8426)
H (-1.2724, -1.3343, 1.4741)
N (1.9740, -1.8511, 0.0997)
C (2.3297, -0.6027, -0.2000)
N (1.6294, 0.3725, -0.7569)
C (2.4136, 1.4745, -0.4712)
N (3.5344, 1.2332, 0.1504)
O (3.5438, -0.1998, 0.2161)
H (2.4828, -2.3514, 0.8241)
H (0.9640, -1.9860, 0.1205)
H (2.1398, 2.4938, -0.7317)

## Properties
HOMO-LUMO gap: 0.34324 hartree
calculated total energy: -586.7337 Eh
F_max: 5.5 eV/Å
HOMO: -0.333 hartree
SMILES string: C#CC(=C)CO.Nc1ncno1
molar mass: 167.17 g/mol



The lowest F_max belongs to which entry?
C42H30CdCl4N6O2STe



calculated total energy of number 5 (C3H9N2O2)?
-379.4373 Eh



molar mass of number 2 (C13H31Cl4N2O6P)?
484.19 g/mol



What did the third record say?
Density functional theory data (ωB97M-V/def2-TZVPD) for a single CH3PSi molecule in a non-equilibrium geometry.

Cartesian coordinates (Å):
C (1.2074, -1.5527, 0.2085)
P (1.5613, -0.2068, -0.6437)
Si (-0.5508, 0.5869, -0.0266)
H (1.8542, -2.3580, 0.2929)
H (-1.9168, -0.0205, 0.0123)
H (-0.0544, 0.4641, 1.2808)

## Properties
HOMO-LUMO gap (alpha / beta): 0.26668 / 0.25905 hartree
calculated total energy: -670.5535 Eh
F_max: 4.1 eV/Å
HOMO (alpha / beta): -0.310 / -0.301 hartree
SMILES string: C#P=[SiH2]
molar mass: 74.09 g/mol